Record 1
Here is the molecule C4H4BrNO in a non-equilibrium geometry from the OMol25 dataset. Energies are from ωB97M-V/def2-TZVPD.

The geometry in XYZ format:
```
11
Properties=species:S:1:pos:R:3:mulliken_charge:R:1
H 0.94 -0.76 1.97 0.30
C -1.20 0.60 -0.08 0.24
N 0.88 0.20 -1.24 -0.47
H 2.48 0.00 0.15 0.31
C -0.49 0.29 -1.28 -0.21
H 0.22 -1.57 0.81 0.28
C 0.45 -0.54 0.99 -0.38
C 1.36 -0.04 -0.09 0.07
H -0.98 0.41 -2.29 0.33
O -0.63 0.40 1.12 -0.34
Br -3.04 1.02 -0.05 -0.13
```

Maximum force ... 4.01 eV Å⁻¹
SMILES ... BrC1=CN=CCO1
Spin multiplicity ... 1
Orbital gap ... 8.679 eV
Highest occupied orbital energy ... -0.313 Eh
LUMO energy ... 0.2 eV



Record 2
Here is a structure of composition C7H15N3O3P in a non-equilibrium geometry from the OMol25 dataset. Energies are from ωB97M-V/def2-TZVPD.

The geometry in XYZ format:
```
29
Properties=species:S:1:pos:R:3:mulliken_charge:R:1
O 3.16 0.25 -1.53 -0.72
H 2.72 -2.42 0.17 0.42
N -2.12 0.69 0.32 -0.37
O 4.30 -1.92 -2.37 -0.82
H 0.69 1.57 -0.54 0.27
H -1.48 2.55 -0.37 0.36
H -2.63 0.52 2.29 0.34
H 0.07 1.47 -2.19 0.48
H 0.54 -0.65 -2.01 0.46
C 0.80 -0.85 -0.04 -0.19
C -1.50 1.51 -0.71 -0.81
C -0.49 0.36 2.26 -0.31
H 0.36 0.88 1.79 0.27
H 1.55 -2.99 -1.09 0.43
H -1.92 -0.29 0.10 0.37
H -0.17 -2.62 0.86 0.34
H -1.81 2.04 1.85 0.34
C 0.00 -1.55 1.00 -0.49
H 1.48 -0.11 0.40 0.36
C 2.13 -2.16 -0.70 -0.96
C -0.08 1.09 -1.17 -0.53
H -2.17 1.45 -1.57 0.36
N -0.51 -1.05 2.05 -0.60
N 0.07 -0.36 -1.16 -0.25
O 1.99 -1.31 -3.23 -0.66
H -0.46 0.54 3.34 0.42
C -1.81 0.95 1.70 -0.74
H 2.59 -1.58 -3.93 0.29
P 3.07 -1.18 -1.94 0.91
```

Maximum force ... 4.21 eV Å⁻¹
Spin multiplicity ... 1
Total charge ... -1
Orbital gap ... 8.698 eV
Highest occupied orbital energy ... -0.193 Eh
LUMO energy ... 3.5 eV



Record 3
Here is the molecule C25H27ClN2O4S in a non-equilibrium geometry from the OMol25 dataset. Energies are from ωB97M-V/def2-TZVPD.

The geometry in XYZ format:
```
60
Properties=species:S:1:pos:R:3:mulliken_charge:R:1
H 0.48 0.61 -3.52 0.42
C 0.15 0.33 2.31 -1.65
H 0.75 0.31 3.20 0.57
H -1.80 -4.40 -1.66 0.27
N 0.48 4.41 -0.53 -0.05
H 3.69 3.31 -0.49 0.48
Cl 0.87 -6.50 2.41 -0.23
H -2.04 -2.79 1.34 0.51
O 0.85 -1.68 -2.52 -0.52
H -3.42 3.98 1.70 0.38
C -1.05 -3.09 1.62 0.22
S -1.89 2.38 -0.32 -0.27
H -2.17 5.06 2.33 0.45
C -0.06 -2.13 1.78 0.51
C -2.37 -2.37 -2.09 -0.38
H 2.18 -1.39 -0.16 0.45
H 2.89 0.75 0.76 0.31
C 1.44 1.86 -2.06 -0.35
H 1.99 -1.80 2.33 0.41
C 2.36 0.73 -0.19 -0.83
C -1.62 4.00 0.55 0.42
H -0.04 2.43 2.16 0.24
H 2.49 -4.18 2.68 0.42
O 0.47 4.26 1.72 -0.73
C 1.13 -2.91 -1.89 -0.65
C -0.33 -0.71 1.55 0.72
C 1.22 -2.53 2.18 -0.24
N -0.31 1.51 1.81 0.47
C 1.50 -3.87 2.38 -1.09
C -0.77 -4.43 1.81 -0.97
C -2.70 -3.84 -1.91 -1.22
H -2.03 3.32 2.57 0.26
C -0.12 4.24 0.66 0.05
H -1.66 -2.21 -2.91 0.27
H -3.27 -1.77 -2.28 0.43
O -1.76 -1.90 -0.88 0.08
H 2.28 5.31 -0.06 0.40
C -2.36 4.09 1.87 -1.48
C -1.10 -0.11 0.51 0.24
C 1.92 4.48 -0.68 -1.17
H 0.63 -2.99 -0.92 0.12
H -2.04 4.72 -0.16 0.54
C 2.12 1.92 -0.85 0.48
C 2.63 3.20 -0.24 -1.02
C 1.28 -0.54 -1.91 0.71
C 1.97 -0.49 -0.71 -0.06
H 2.13 4.72 -1.72 0.44
H 0.74 -3.68 -2.57 0.26
O -2.29 0.21 -1.45 -0.76
H -3.42 -3.97 -1.12 0.29
H -1.54 -5.18 1.68 0.43
H -0.07 4.21 -1.36 0.37
C 1.02 0.65 -2.58 -0.67
C -1.06 1.27 0.72 -1.39
H 1.24 2.76 -2.63 0.36
C 0.51 -4.82 2.18 0.41
H -3.11 -4.23 -2.84 0.44
C -1.77 -0.58 -0.68 1.11
H 2.55 3.12 0.84 0.40
H 2.21 -3.06 -1.76 0.41
```

Maximum force ... 1.29 eV Å⁻¹
SMILES ... CCOC(=O)c1c(-c2ccc(Cl)cc2)c[nH]c1S[C@@H](C)C(=O)NCCc1ccc(OC)cc1
Spin multiplicity ... 1
Orbital gap ... 8.217 eV
Highest occupied orbital energy ... -0.282 Eh
LUMO energy ... 0.5 eV



- Which formula does entry 1 have?
  C4H4BrNO



- Among the records above, which one has the highest orbital gap?
  C7H15N3O3P



- Look up the LUMO energy of the second one.
  3.5 eV